Entry from the Open Molecules 2025 dataset: a cluster of 2 separate species, C12H12BrN2O4P in total in a non-equilibrium geometry (ωB97M-V with the def2-TZVPD basis set).

XYZ file:
```
32
Properties=species:S:1:pos:R:3:forces:R:3:lowdin_charge:R:1
O 1.122972 0.216436 -0.936359 -1.09 -0.77 -0.29 -0.38
P 0.571629 -0.186566 -2.445770 0.59 1.30 -1.02 0.56
Br 1.224871 -2.296029 -2.940065 -0.29 0.07 0.57 0.22
C -1.252541 -0.331626 -2.237331 0.61 0.04 0.07 -0.44
C -2.092482 0.624633 -2.892424 0.96 -0.56 0.37 -0.09
C -3.427998 0.494032 -2.749018 -0.66 0.56 -0.51 -0.02
C -4.014295 -0.554893 -1.994716 -0.24 0.66 -0.36 -0.22
N -5.377993 -0.606188 -1.924139 0.27 -0.70 0.33 0.14
C -5.814023 -1.626201 -1.234037 -0.26 0.07 -0.02 -0.11
C -4.961710 -2.566381 -0.583698 -0.22 -0.57 0.43 -0.11
N -3.655662 -2.524119 -0.597851 -0.83 0.60 -0.54 0.14
C -3.189916 -1.483800 -1.352597 1.04 -0.20 0.27 -0.22
C -1.785168 -1.333838 -1.491644 -0.08 -0.34 0.37 -0.06
H 0.408482 0.041194 -0.302727 0.35 -0.03 0.24 0.05
H -1.644651 1.419138 -3.484194 -0.14 -0.12 0.07 0.10
H -4.073430 1.204616 -3.264837 -0.11 -0.27 0.28 0.12
H -6.893167 -1.760051 -1.146132 0.21 0.07 -0.02 0.11
H -5.432329 -3.378656 -0.024524 0.14 0.19 -0.10 0.11
H -1.126615 -2.044893 -0.989719 -0.31 -0.02 -0.13 0.10
C 3.755551 1.054679 0.853912 0.32 -0.31 -0.08 -0.03
C 3.575137 0.960112 2.348977 0.03 0.14 -0.71 -0.34
C 3.696292 2.277777 3.071573 -0.23 0.18 0.18 -0.10
O 4.156052 1.872631 4.364359 0.10 -0.14 -0.14 0.06
C 4.836441 0.705747 4.198589 0.12 -0.13 0.09 -0.56
O 5.515816 0.199976 5.028884 -0.03 0.01 0.00 0.17
O 4.633693 0.201430 2.952048 -0.12 0.21 0.35 0.09
H 3.005677 1.707260 0.407525 -0.04 -0.04 0.05 0.08
H 4.749103 1.432206 0.605600 -0.03 0.11 0.12 0.09
H 3.671319 0.068464 0.398378 -0.13 0.05 -0.02 0.08
H 2.628499 0.463583 2.583782 0.01 0.04 0.11 0.16
H 2.747857 2.805983 3.147904 0.03 -0.02 0.20 0.14
H 4.442591 2.943345 2.630252 0.00 -0.10 -0.12 0.14
```
Positions in Å, forces in eV/Å.

For the gap between HOMO and LUMO, the calculation gives 8.393 eV. Its SMILES is OP(Br)c1ccc2nccnc2c1.C[C@@H]1COC(=O)O1. Its charge is 0. The HOMO energy is -9.3 eV.